No. 1
83
Properties=species:S:1:pos:R:3:forces:R:3:lowdin_spin:R:1 method="wB97M-V/def2-TZVPD" s2=2.02 orbital_gap_ha="0.277 / 0.261" lumo_ev="0.43 / -1.12" de_lowest_kcal_mol=0.0 multiplicity=3 e_tot_ha=-3033.77412
Pd 0.1024 -0.5945 1.1924 -0.398 1.258 -0.714 0.70
O 2.9810 -4.0058 0.6078 0.093 -0.229 -0.129 0.00
C 1.9570 -3.6812 1.0989 0.321 0.348 0.042 0.00
O 1.4621 -1.7702 -0.6873 0.299 0.328 0.086 0.04
C 0.5935 -4.3017 0.9958 -0.151 -0.195 0.063 0.00
C -0.3104 -3.9682 -0.2174 -0.110 0.074 -0.032 0.00
C -1.4071 -5.0339 -0.2568 -0.087 -0.035 0.051 0.00
C -2.2077 -4.6917 1.0336 0.133 -0.051 -0.057 0.00
C -1.5400 -3.3689 1.4496 -0.063 0.136 -0.085 0.00
O -1.0719 -2.8192 0.2140 0.076 -0.157 -0.038 0.00
C -0.2144 -3.6609 2.1344 0.108 -0.091 -0.080 0.00
C 0.6357 -2.4411 2.4531 0.367 -0.332 1.095 0.01
O 1.9278 -2.6629 2.0578 -0.282 0.040 -0.146 0.01
O 0.3789 -1.5303 3.2262 -0.154 -0.290 -0.226 0.02
H 0.7436 -5.3766 1.0769 -0.070 -0.037 0.004 0.00
H 0.2128 -3.7405 -1.1372 0.015 0.026 0.004 0.00
H -1.0206 -6.0534 -0.2742 0.008 0.051 0.023 0.00
H -2.0173 -4.8814 -1.1449 -0.031 -0.018 0.005 0.00
H -2.1119 -5.4546 1.8092 0.003 0.035 -0.036 0.00
H -3.2677 -4.5543 0.8316 0.012 0.035 -0.026 0.00
H -2.1748 -2.6535 1.9602 -0.035 0.054 0.056 0.00
H -0.2998 -4.2474 3.0510 0.035 -0.031 -0.041 0.00
C -2.5600 -0.7971 -4.0026 0.028 -0.113 -0.151 0.00
S -3.6554 0.4200 -3.2497 0.077 -0.021 0.057 0.00
C -2.4651 1.6849 -2.7403 0.117 0.118 -0.012 0.00
C -1.6574 1.4058 -1.4705 -0.083 -0.039 0.033 0.01
C -0.4190 0.5510 -1.7107 0.117 0.052 0.268 0.01
N 0.6042 0.7040 -0.6473 -0.551 0.006 0.091 0.15
P 1.8410 -0.3078 -0.8622 -0.116 -0.690 -0.410 0.02
C 3.1474 0.1641 0.2656 0.475 -0.196 0.218 0.00
C 4.3914 -0.4575 0.1051 -0.036 0.024 0.069 0.00
C 5.4170 -0.2264 1.0078 -0.093 0.068 0.034 0.00
C 5.2122 0.6297 2.0856 -0.036 -0.006 -0.037 0.00
C 3.9829 1.2521 2.2507 0.070 -0.069 -0.007 0.00
C 2.9568 1.0146 1.3458 -0.142 0.192 0.097 0.00
C 2.5600 -0.0650 -2.5014 0.070 -0.055 -0.271 0.01
C 2.8998 1.2234 -2.9141 0.031 0.054 0.021 0.00
C 3.4394 1.4433 -4.1714 -0.018 -0.072 0.013 0.00
C 3.6467 0.3696 -5.0308 -0.022 -0.025 0.026 0.00
C 3.3085 -0.9165 -4.6325 -0.052 -0.009 0.122 0.00
C 2.7629 -1.1365 -3.3691 0.025 0.181 -0.019 0.00
P -1.1892 1.2894 1.9220 0.078 -0.291 0.038 0.58
C -2.9625 1.4310 1.8100 -0.041 0.018 0.033 0.07
C -3.6901 0.2392 1.6987 -0.166 0.004 -0.008 0.06
C -5.0628 0.2592 1.5129 0.113 -0.001 0.009 -0.01
C -5.7339 1.4731 1.4304 -0.033 -0.007 0.004 0.07
C -5.0252 2.6638 1.5305 0.097 -0.055 0.004 -0.01
C -3.6509 2.6474 1.7159 -0.156 0.020 -0.043 0.06
C -0.6047 2.9617 2.2297 0.020 -0.009 0.170 0.07
C -1.1179 3.7192 3.2899 0.059 0.111 0.033 0.04
C -0.6199 4.9855 3.5518 0.020 -0.091 -0.079 0.00
C 0.4056 5.5019 2.7657 -0.015 0.004 0.023 0.03
C 0.9295 4.7515 1.7238 -0.017 -0.115 -0.062 0.00
C 0.4297 3.4814 1.4525 0.040 0.110 0.007 0.03
H -3.1863 -1.4927 -4.5614 -0.012 0.036 0.015 0.00
H -1.9869 -1.3629 -3.2720 -0.015 0.026 0.058 0.00
H -1.8753 -0.3166 -4.7034 -0.033 0.007 0.027 0.00
H -3.0654 2.5864 -2.6099 -0.056 -0.035 0.044 0.00
H -1.8005 1.8762 -3.5886 -0.015 0.025 0.021 0.00
H -2.3211 0.9176 -0.7541 0.054 0.035 0.046 0.00
H -1.3410 2.3532 -1.0195 0.016 0.037 -0.100 0.00
H 0.0161 0.8370 -2.6764 0.067 0.069 -0.021 0.00
H -0.7224 -0.4932 -1.8062 -0.021 -0.152 -0.047 0.00
H 4.5584 -1.1414 -0.7198 -0.070 0.026 -0.004 0.00
H 6.3713 -0.7207 0.8765 -0.012 0.014 0.008 0.00
H 6.0088 0.8050 2.7984 -0.008 0.005 -0.022 0.00
H 3.8132 1.9154 3.0898 0.011 -0.002 -0.009 0.00
H 1.9980 1.5017 1.4892 0.163 -0.149 -0.025 0.00
H 2.7387 2.0592 -2.2402 -0.008 -0.038 -0.014 0.00
H 3.6988 2.4473 -4.4836 0.000 -0.016 0.008 0.00
H 4.0725 0.5394 -6.0122 -0.012 -0.018 0.014 0.00
H 3.4700 -1.7507 -5.3044 -0.005 0.012 0.018 0.00
H 2.4902 -2.1324 -3.0414 0.015 -0.002 -0.009 0.00
H -3.1637 -0.7070 1.7400 0.019 -0.005 -0.005 0.00
H -5.6077 -0.6720 1.4217 0.004 0.020 -0.001 0.00
H -6.8054 1.4915 1.2778 0.013 -0.005 0.003 0.00
H -5.5437 3.6111 1.4530 0.007 -0.007 -0.001 0.00
H -3.1103 3.5828 1.7689 -0.020 -0.028 -0.024 0.00
H -1.9086 3.3150 3.9121 0.039 -0.010 -0.027 0.00
H -1.0274 5.5651 4.3704 0.024 0.001 -0.006 0.00
H 0.7984 6.4893 2.9727 -0.001 -0.005 -0.008 0.00
H 1.7315 5.1502 1.1151 -0.011 0.006 0.011 0.00
H 0.8274 2.8783 0.6413 -0.084 0.138 -0.040 0.00

***

No. 2
78
Properties=species:S:1:pos:R:3:forces:R:3:mulliken_charge:R:1 method="wB97M-V/def2-TZVPD" orbital_gap_ha="0.195 / 0.195" lumo_ev="-7.63 / -7.63" charge=+2 e_tot_ha=-5381.55888
Ti 0.6152 0.9133 0.4430 2.149 1.843 1.296 0.26
C 5.6727 -0.8361 -1.2517 0.123 0.069 0.161 -0.70
C 4.5545 -1.0149 -1.9618 0.330 -0.188 -0.398 -0.42
C 3.6352 -2.2156 -1.9899 -0.733 -0.398 -0.645 -1.58
C 2.5988 -2.3308 -0.8321 0.515 -0.322 -0.236 1.31
C 3.1334 -2.2723 0.5631 -0.829 0.217 0.514 -0.16
C 4.3854 -2.3534 0.9685 0.794 -0.839 0.065 -0.47
C 5.5082 -2.9345 0.1285 0.487 -0.082 0.081 -1.04
C 6.4377 -1.8467 -0.4291 -0.804 0.140 0.864 -0.62
C 0.5202 2.5822 1.6846 0.060 0.051 -0.165 -1.02
H 6.0563 0.1757 -1.1270 0.277 -0.133 -0.899 0.72
H 4.3254 -0.2952 -2.7708 -0.065 0.167 1.005 0.63
H 4.1336 -3.1937 -2.1105 -0.224 0.639 -0.141 0.54
H 3.0128 -2.0571 -2.8856 0.196 -0.431 0.070 0.47
H 1.9099 -1.4768 -0.9238 -0.143 0.124 -0.047 -1.17
H 1.9756 -3.2321 -0.9818 0.220 0.260 -0.056 0.54
H 2.3587 -2.1228 1.3243 0.311 0.409 -0.145 0.06
H 4.6467 -2.1062 2.0104 -0.242 -0.289 -0.461 0.39
H 5.1575 -3.5745 -0.6874 -0.032 0.153 0.534 0.28
H 6.0999 -3.5883 0.7843 -0.127 0.114 -0.097 0.47
H 6.7917 -1.3081 0.4667 0.439 -0.120 -0.448 0.26
H 7.2933 -2.3017 -0.9702 -0.462 0.498 0.207 0.38
H 1.5600 2.8608 1.9788 -0.887 -0.203 -0.286 0.44
H -0.0903 2.3825 2.5810 0.142 0.202 -0.396 0.35
H 0.0524 3.3823 1.0829 0.162 -0.157 0.203 0.38
P -1.9784 1.1787 -0.8768 -1.878 0.595 -1.885 1.22
P -1.4185 0.0967 1.3410 1.137 -1.104 1.844 1.26
C -2.2774 -0.6091 -1.0025 0.621 -0.327 0.890 -1.02
C -2.0038 -1.1843 0.1913 -0.180 0.755 -0.678 -1.09
C -3.5512 1.8461 -1.5589 -0.687 0.475 0.509 0.17
C -4.4907 1.0304 -2.2279 0.615 0.218 -0.456 -0.77
C -5.2162 1.5836 -3.2918 0.094 0.238 0.326 -0.65
C -5.1203 2.9572 -3.5479 0.073 0.002 -0.044 -0.53
C -4.4744 3.7980 -2.6305 -0.103 -0.038 -0.018 -0.67
C -3.7176 3.2481 -1.5971 0.350 -0.472 -0.506 -0.21
C -0.8503 1.4793 -2.2283 0.787 -0.929 -0.504 0.50
C 0.4768 1.0490 -1.8953 -0.716 -0.525 -1.152 1.21
C 1.4907 1.1602 -2.8857 -0.411 -0.619 0.642 -0.41
C 1.1228 1.4803 -4.1903 0.088 0.391 0.032 -0.77
C -0.2095 1.8129 -4.5082 0.466 -0.022 0.266 -0.61
C -1.1978 1.8665 -3.5183 0.326 0.424 0.217 -0.59
C -2.8935 0.5531 2.2466 -0.021 0.620 0.643 0.68
C -3.9868 1.1722 1.5985 0.349 -0.383 -0.143 -0.64
C -5.2683 0.8311 1.9975 -0.062 0.220 0.281 -0.68
C -5.4569 0.0308 3.1254 0.080 -0.238 0.034 -0.69
C -4.3626 -0.3599 3.8977 -0.097 0.207 0.229 -0.66
C -3.0670 -0.0673 3.4908 -0.288 -0.186 -0.455 -0.54
C -0.1579 -0.7774 2.3832 -1.273 -0.346 0.769 1.94
C 0.1380 -0.2184 3.6579 0.581 -0.024 -0.464 -0.94
C 0.6683 -1.0166 4.6645 0.033 0.169 0.175 -0.84
C 0.7093 -2.4048 4.5021 -0.090 0.135 -0.065 -0.54
C 0.3375 -2.9822 3.2842 0.082 -0.218 -0.232 -0.56
C -0.0408 -2.1812 2.2130 0.184 0.101 0.267 -1.34
H -2.6379 -1.0572 -1.9286 -0.007 -0.171 0.385 0.91
H -2.1784 -2.1935 0.5545 -0.040 0.014 -0.450 1.00
H -4.6155 -0.0227 -1.9680 0.274 0.239 -0.340 0.62
H -5.8176 0.9385 -3.9363 0.103 0.241 0.314 0.42
H -5.5494 3.3758 -4.4639 -0.058 -0.135 0.507 0.44
H -4.5138 4.8835 -2.7442 -0.075 -0.370 0.023 0.40
H -3.2168 3.8872 -0.8654 0.135 -0.111 -0.438 0.48
H 0.5014 0.0616 -1.2879 0.303 1.072 -1.162 -0.74
H 2.5030 0.9089 -2.5589 -0.183 -0.092 -0.523 0.56
H 1.8855 1.4577 -4.9734 -0.306 0.148 0.267 0.46
H -0.4797 2.0545 -5.5357 0.134 -0.134 0.208 0.46
H -2.2112 2.2026 -3.7613 0.400 -0.183 0.142 0.30
H -3.8472 1.8888 0.7845 -0.097 -0.614 0.276 0.86
H -6.1218 1.1885 1.4255 0.145 0.075 0.226 0.48
H -6.4614 -0.2781 3.4117 0.253 0.120 -0.035 0.42
H -4.4934 -0.9167 4.8184 -0.159 0.124 -0.034 0.45
H -2.2035 -0.3280 4.1015 -0.359 -0.330 -0.248 0.37
H -0.0450 0.8434 3.8427 0.159 -0.412 0.015 0.37
H 1.0105 -0.5550 5.5973 -0.301 -0.251 -0.328 0.45
H 0.9964 -3.0413 5.3435 -0.001 0.228 -0.350 0.47
H 0.3293 -4.0709 3.1757 0.132 0.428 0.003 0.45
H -0.2744 -2.6291 1.2446 0.105 -0.003 0.416 0.47
Se 5.4086 2.1569 0.9025 -1.031 -0.428 -0.138 0.01
C 3.8076 1.5105 0.6301 -0.401 0.022 0.103 0.20
N 2.6765 1.1256 0.4624 -0.845 -0.321 0.058 -0.84